# 1
# C15H29FNO6P

A 3-piece molecular cluster, C15H29FNO6P overall (ωB97M-V/def2-TZVPD, the OMol25 dataset).

Summary:
- electronic energy (eV) = -41804.2301
- lowest unoccupied orbital energy (hartree) = 0.0234
- HOMO (eV) = -9.683
- HOMO-LUMO gap (eV) = 10.321

```
! wB97M-V def2-TZVPD RIJCOSX def2/J DEFGRID3
* xyz 0 1
C -0.44 0.44 -0.04
C 0.53 -0.23 -0.25
C 1.69 -0.98 -0.72
C 2.07 -0.63 -2.16
F 2.84 -1.64 -2.63
O 2.80 0.57 -2.15
C 1.94 1.60 -2.37
O 2.14 2.73 -2.11
O 0.80 1.12 -2.94
C 0.94 -0.28 -3.17
C 1.34 -0.50 -4.64
N 2.38 0.46 -5.05
P -0.63 -1.28 -2.95
O -1.02 -2.04 -4.16
H -1.27 1.09 0.12
H 1.54 -2.05 -0.57
H 2.55 -0.69 -0.11
H 0.45 -0.42 -5.27
H 1.75 -1.50 -4.73
H 2.62 0.29 -6.01
H 1.99 1.40 -5.04
H -0.35 -2.15 -1.88
H -1.58 -0.37 -2.48
C -2.86 -3.03 2.31
C -1.98 -3.48 1.15
O -0.59 -3.41 1.40
C -0.10 -4.19 2.48
C -0.34 -5.69 2.32
H -2.61 -2.01 2.60
H -3.91 -3.07 2.02
H -2.73 -3.67 3.19
H -2.15 -2.83 0.30
H -2.26 -4.49 0.83
H -0.52 -3.84 3.43
H 0.97 -4.00 2.51
H -1.41 -5.93 2.30
H 0.10 -6.23 3.15
H 0.10 -6.05 1.39
C -1.93 4.79 2.88
C -0.68 3.97 3.15
O -0.23 3.21 2.04
C 0.11 3.95 0.88
C 1.23 4.96 1.09
H -2.75 4.14 2.55
H -2.24 5.30 3.79
H -1.77 5.54 2.11
H -0.89 3.24 3.93
H 0.13 4.61 3.53
H -0.78 4.44 0.46
H 0.43 3.21 0.15
H 0.96 5.73 1.80
H 1.47 5.44 0.14
H 2.13 4.46 1.46
*
```

=====

# 2
# C15H29FeS

C15H29FeS as an isolated structure at a distorted geometry (ωB97M-V/def2-TZVPD, the OMol25 dataset).

Summary:
- electronic energy (eV) = -61227.1056
- lowest unoccupied orbital energy (alpha / beta) (hartree) = -0.3198 / -0.3885
- HOMO (alpha / beta) (eV) = -14.981 / -16.454
- HOMO-LUMO gap (alpha / beta) (eV) = 6.280 / 5.881

```
! wB97M-V def2-TZVPD RIJCOSX def2/J DEFGRID3
* xyz 2 6
C 1.15 2.02 -1.00
H 2.09 2.35 -0.51
H 1.36 1.76 -2.06
H 1.59 -0.31 1.23
C 0.08 3.08 -0.91
H -0.90 2.72 -1.24
H -0.06 3.36 0.15
C 0.44 4.35 -1.70
H -0.39 5.06 -1.74
H 1.31 4.83 -1.24
H 0.71 4.06 -2.72
C -0.79 -1.70 0.37
C -1.43 -0.81 -0.53
C -0.47 -0.43 -1.54
C 0.78 -1.10 -1.24
C 0.57 -1.84 -0.02
C 1.53 -2.83 0.56
C 1.95 -1.23 -2.14
C -0.81 0.21 -2.83
C -2.88 -0.49 -0.56
C -1.47 -2.52 1.41
Fe 0.85 0.47 0.14
H 2.85 -1.51 -1.58
H 1.77 -2.01 -2.90
H 2.14 -0.29 -2.68
H 2.56 -2.60 0.24
H 1.51 -2.80 1.66
H 1.28 -3.85 0.22
H -2.37 -2.03 1.81
H -1.79 -3.49 0.99
H -0.81 -2.75 2.27
H -3.06 0.45 -1.10
H -3.45 -1.28 -1.08
H -3.30 -0.40 0.45
H 0.03 0.79 -3.22
H -1.07 -0.53 -3.60
H -1.69 0.87 -2.71
C 1.33 -0.32 3.48
S 0.41 0.86 2.47
C -1.28 0.42 3.01
H 2.26 -0.54 2.94
H 0.75 -1.23 3.63
H 1.56 0.14 4.44
H -1.29 -0.60 3.42
H -1.59 1.14 3.79
H -1.95 0.52 2.15
*
```

=====

# 3
# C15H29N3O3S

One molecule with the formula C15H29N3O3S at a distorted geometry (ωB97M-V/def2-TZVPD, the OMol25 dataset).

Summary:
- electronic energy (eV) = -37473.9159
- lowest unoccupied orbital energy (hartree) = 0.0250
- energy relative to the best compared isomer or geometry (same formula, charge and spin) (eV) = 0.311
- HOMO (eV) = -8.704
- HOMO-LUMO gap (eV) = 9.384

```
! wB97M-V def2-TZVPD RIJCOSX def2/J DEFGRID3
* xyz 0 1
C 6.78 1.57 0.33
H 7.40 1.40 1.21
H 7.40 1.42 -0.56
H 6.43 2.60 0.34
C 5.60 0.60 0.32
C 4.71 0.79 -0.89
H 5.24 0.63 -1.82
H 4.23 1.76 -0.91
S 3.38 -0.44 -0.84
O 2.54 -0.23 -1.99
O 3.96 -1.74 -0.66
N 2.60 0.01 0.58
C 2.33 -1.06 1.51
C 1.22 -1.99 1.02
H 1.66 -2.84 0.48
H 0.64 -2.38 1.86
C 0.27 -1.24 0.08
C -1.12 -1.86 0.06
O -1.61 -2.41 1.02
N -1.75 -1.72 -1.12
H -1.32 -1.16 -1.84
C -3.17 -1.94 -1.25
H -3.37 -2.60 -2.11
H -3.49 -2.45 -0.34
C -3.92 -0.61 -1.45
N -3.42 0.41 -0.54
C -3.81 0.20 0.85
C -5.23 0.80 1.01
H -5.36 1.24 1.99
H -5.98 0.02 0.89
C -5.32 1.84 -0.12
H -5.49 2.84 0.26
H -6.12 1.59 -0.81
C -3.95 1.73 -0.82
H -4.01 1.91 -1.90
H -3.25 2.46 -0.39
H -3.75 -0.85 1.14
H -3.10 0.76 1.47
H -3.73 -0.25 -2.46
H -5.00 -0.80 -1.35
C 0.13 0.21 0.56
C 1.48 0.92 0.40
H 1.56 1.32 -0.61
H 1.57 1.74 1.12
H -0.17 0.19 1.61
H -0.64 0.73 -0.01
H 0.69 -1.23 -0.94
H 3.27 -1.61 1.63
H 2.07 -0.60 2.47
H 5.96 -0.43 0.32
H 5.00 0.74 1.22
*
```

=====

# 4
# C15H29N5O

A 2-piece molecular cluster, C15H29N5O overall at a distorted geometry (ωB97M-V/def2-TZVPD, the OMol25 dataset).

Summary:
- electronic energy (eV) = -25508.4889
- lowest unoccupied orbital energy (hartree) = 0.0183
- energy relative to the best compared isomer or geometry (same formula, charge and spin) (eV) = 13.798
- HOMO (eV) = -8.687
- HOMO-LUMO gap (eV) = 9.184

```
! wB97M-V def2-TZVPD RIJCOSX def2/J DEFGRID3
* xyz 0 1
C 3.59 -4.26 -1.60
C 2.22 -3.39 -1.47
H 2.14 -2.60 -2.12
C 2.20 -2.89 -0.09
N 1.01 -2.15 -0.07
C 1.08 -0.88 -0.26
N 2.29 -0.32 -0.71
C 2.01 0.83 -1.17
O 2.98 1.43 -1.61
N 0.84 1.66 -0.96
C -0.32 0.88 -0.28
N -0.26 -0.42 -0.07
N -1.42 1.72 -0.54
C -1.57 3.07 -0.61
H -1.18 3.66 0.00
C -2.82 3.54 -0.96
C -2.84 5.07 -1.67
H -3.85 5.31 -1.79
H -2.52 4.99 -2.48
H -2.43 5.65 -0.77
H -3.41 2.78 -1.83
H -3.46 3.45 0.04
H -0.96 3.20 -1.48
C -2.36 1.07 0.63
H -2.53 -0.18 0.41
C -2.52 1.61 1.94
C -3.42 0.95 2.63
H -4.63 1.01 2.47
H -3.34 1.21 3.85
H -3.31 -0.14 2.78
H -1.55 1.30 2.39
H -2.66 2.57 1.86
H -3.48 1.29 0.07
H 0.94 2.62 -1.28
C -0.08 -2.85 0.65
H -1.13 -2.30 0.62
C -0.18 -3.08 2.11
C 0.13 -1.58 3.14
H -0.90 -1.13 2.75
H 0.09 -1.94 4.17
H 0.94 -0.95 2.69
H 1.01 -3.65 2.70
H -0.84 -3.64 2.54
H -0.10 -3.80 0.14
H 3.06 -2.41 0.10
H 2.19 -3.60 0.63
H 1.46 -4.00 -1.71
H 4.47 -3.53 -1.56
H 3.49 -4.79 -2.68
H 3.67 -5.28 -0.88
*
```